DFT (wB97M-V/def2-TZVPD) results for a structure of composition C2HO2S2 at a distorted geometry.

Last column: natural (NBO) charge in e.
Cartesian coordinates (Å):
C -1.2186 -0.4038 0.3250  0.73
C 0.1642 0.3360 0.2535  -0.47
O -1.0414 -1.1966 -0.5978  -0.72
O -2.0207 -0.2003 1.1815  -0.69
S 0.7788 2.1678 0.2808  0.00
S 1.1534 -0.7794 -0.6414  0.11
H 2.1843 0.0763 -0.8015  0.03

Computed properties:
multiplicity	3
charge	-1
energy above the lowest of the compared OMol25 structures with the same formula, charge and spin	97.4	kJ/mol
E	-27853.7674	eV

DFT (wB97M-V/def2-TZVPD) results for the ion C2HO3S with charge -1 at a distorted geometry.

Last column: natural (NBO) charge in e.
Cartesian coordinates (Å):
C 0.2594 -0.4453 -0.3518  -0.84
C 0.2629 -1.7112 -0.4386  0.58
O -1.2128 1.8494 -0.2320  -1.00
O 0.0312 -2.8859 -0.2677  -0.60
O 0.5379 1.7393 1.3222  -1.01
S -0.6307 1.0348 0.7717  1.61
H 0.7522 0.4190 -0.8039  0.26

Computed properties:
charge	-1
energy above the lowest of the compared OMol25 structures with the same formula, charge and spin	227.8	kJ/mol
E	-19067.3827	eV

Repeat the first record exactly.
DFT (wB97M-V/def2-TZVPD) results for a structure of composition C2HO2S2 at a distorted geometry.

Last column: natural (NBO) charge in e.
Cartesian coordinates (Å):
C -1.2186 -0.4038 0.3250  0.73
C 0.1642 0.3360 0.2535  -0.47
O -1.0414 -1.1966 -0.5978  -0.72
O -2.0207 -0.2003 1.1815  -0.69
S 0.7788 2.1678 0.2808  0.00
S 1.1534 -0.7794 -0.6414  0.11
H 2.1843 0.0763 -0.8015  0.03

Computed properties:
multiplicity	3
charge	-1
energy above the lowest of the compared OMol25 structures with the same formula, charge and spin	97.4	kJ/mol
E	-27853.7674	eV